(1)
The following is a quantum chemistry calculation of a 6-piece molecular cluster, C31H71N7O6 overall in a non-equilibrium geometry, from the Open Molecules 2025 dataset.

```
! wB97M-V def2-TZVPD RIJCOSX def2/J DEFGRID3
* xyz 0 1
C -18.302 13.027 -26.799
C -18.383 14.440 -27.482
C -17.006 14.866 -28.037
C -19.275 14.204 -28.721
C -19.851 15.506 -29.321
C -20.519 16.301 -28.281
C -19.674 16.686 -27.014
C -18.723 17.871 -27.303
C -20.581 17.160 -25.880
N -18.952 15.477 -26.543
O -18.275 15.474 -25.318
H -18.100 12.255 -27.542
H -17.430 13.018 -26.146
H -19.161 12.893 -26.142
H -17.098 15.646 -28.792
H -16.361 15.172 -27.213
H -16.549 14.015 -28.542
H -18.832 13.734 -29.599
H -20.125 13.576 -28.456
H -19.146 16.154 -29.841
H -20.546 15.225 -30.113
H -21.443 15.806 -27.982
H -20.828 17.193 -28.826
H -19.318 18.721 -27.637
H -17.986 17.640 -28.072
H -18.159 18.059 -26.389
H -20.071 17.786 -25.148
H -21.067 16.341 -25.350
H -21.314 17.906 -26.186
H -17.409 15.860 -25.469
C -30.997 10.280 -22.265
C -29.865 9.360 -21.810
C -29.362 9.699 -20.410
C -30.454 7.935 -21.800
C -30.593 7.302 -23.164
C -29.333 7.291 -23.977
C -28.675 8.670 -24.025
C -27.164 8.407 -24.489
C -29.366 9.557 -25.076
N -28.670 9.358 -22.705
O -28.098 10.605 -22.742
H -31.696 10.396 -21.437
H -30.702 11.291 -22.548
H -31.550 9.900 -23.124
H -30.031 9.483 -19.577
H -28.455 9.147 -20.162
H -29.150 10.754 -20.242
H -29.974 7.287 -21.066
H -31.438 7.872 -21.335
H -30.926 6.270 -23.050
H -31.401 7.842 -23.657
H -29.452 6.849 -24.966
H -28.736 6.626 -23.353
H -27.210 7.760 -25.366
H -26.491 7.834 -23.852
H -26.622 9.291 -24.823
H -28.823 10.482 -25.271
H -30.349 9.904 -24.759
H -29.471 9.063 -26.042
H -27.564 10.710 -21.951
C -26.161 16.518 -17.783
C -26.875 17.854 -17.505
C -26.213 18.993 -18.380
C -28.364 17.772 -18.144
C -29.371 17.023 -17.310
C -29.442 17.617 -15.946
C -28.070 17.660 -15.118
C -28.276 18.714 -13.955
C -27.786 16.193 -14.644
N -26.950 18.092 -16.061
O -25.782 18.545 -15.454
H -26.214 16.140 -18.804
H -25.106 16.732 -17.611
H -26.365 15.683 -17.114
H -26.045 18.707 -19.418
H -26.861 19.868 -18.324
H -25.318 19.473 -17.984
H -28.769 18.768 -18.321
H -28.354 17.179 -19.058
H -30.384 17.064 -17.710
H -28.996 16.005 -17.204
H -30.142 16.968 -15.420
H -29.905 18.603 -15.992
H -29.086 18.481 -13.264
H -28.499 19.761 -14.162
H -27.403 18.732 -13.302
H -27.582 15.511 -15.469
H -28.677 15.884 -14.098
H -26.927 16.201 -13.973
H -25.344 17.703 -15.309
N -20.986 8.917 -17.387
C -20.867 9.711 -16.354
N -21.815 10.610 -16.421
O -20.032 9.658 -15.428
H -20.389 8.104 -17.444
H -21.508 9.312 -18.156
H -21.882 11.329 -15.714
H -22.300 10.692 -17.302
N -20.900 12.463 -21.472
C -22.079 12.074 -21.886
N -22.248 12.357 -23.115
O -22.833 11.494 -21.141
H -20.516 12.206 -20.574
H -20.376 13.010 -22.141
H -21.671 13.053 -23.567
H -23.118 12.056 -23.529
C -18.299 17.514 -18.527
C -17.112 18.166 -17.854
O -15.930 17.617 -18.494
H -19.173 17.961 -18.053
H -18.296 16.435 -18.377
H -18.447 17.787 -19.572
H -16.929 17.818 -16.837
H -17.140 19.254 -17.795
H -15.678 16.787 -18.082
*
```

- Highest occupied orbital energy: -7.87 eV
- Structure (SMILES): CC1(C)CCCC(C)(C)N1O.CC1(C)CCCC(C)(C)N1O.CC1(C)CCCC(C)(C)N1O.NC(N)=O.NC(N)=O.CCO
- Energy relative to the best compared isomer or geometry (same formula, charge and spin): 423.05 kJ/mol
- Molar mass: 637.95 g/mol

=====

(2)
The following is a quantum chemistry calculation of C31H71N9O17S2 as an isolated structure in a non-equilibrium geometry, from the Open Molecules 2025 dataset.

```
! wB97M-V def2-TZVPD RIJCOSX def2/J DEFGRID3
* xyz 0 1
C 1.122 -4.731 -1.845
C 1.033 -3.721 -0.724
O 2.058 -3.311 -0.218
N -0.160 -3.378 -0.300
C -0.458 -2.383 0.744
H 2.108 -4.844 -2.295
H 0.505 -4.379 -2.672
H 0.871 -5.704 -1.422
H -0.964 -3.787 -0.754
H -1.063 -1.600 0.288
H 0.399 -1.913 1.226
H -1.063 -2.881 1.503
C 3.280 1.783 3.148
C 3.590 0.509 2.485
O 3.720 -0.605 3.080
N 3.759 0.573 1.144
C 4.127 -0.575 0.352
H 4.158 2.168 3.668
H 2.453 1.575 3.827
H 2.896 2.574 2.504
H 3.854 1.519 0.802
H 3.526 -1.464 0.545
H 5.187 -0.821 0.419
H 3.920 -0.254 -0.669
C 2.908 -1.168 -1.865
C 2.662 -2.476 -2.703
O 1.503 -2.799 -3.024
N 3.749 -3.217 -3.052
C 3.674 -4.342 -3.960
H 3.989 -1.039 -1.906
H 2.576 -1.306 -0.835
H 2.469 -0.291 -2.341
H 4.685 -3.011 -2.731
H 3.634 -5.268 -3.386
H 4.517 -4.549 -4.618
H 2.761 -4.287 -4.554
C 0.147 1.068 -3.547
C 1.510 1.296 -2.933
O 2.472 1.341 -3.651
N 1.594 1.622 -1.634
C 2.834 2.118 -1.018
H -0.440 0.350 -2.974
H 0.186 0.552 -4.507
H -0.364 2.023 -3.666
H 0.796 1.443 -1.041
H 2.685 2.257 0.053
H 3.197 3.054 -1.442
H 3.573 1.317 -1.003
C 1.245 -0.079 3.917
C 0.189 -0.989 3.296
O -0.366 -0.616 2.290
N -0.062 -2.191 3.882
C -1.107 -3.032 3.404
H 0.692 0.761 4.339
H 1.899 0.319 3.142
H 1.835 -0.646 4.636
H 0.438 -2.523 4.694
H -2.000 -2.442 3.199
H -1.453 -3.814 4.080
H -0.845 -3.433 2.425
C -2.817 -0.683 1.890
C -3.325 -2.104 1.907
O -2.770 -2.939 1.213
N -4.445 -2.267 2.590
C -5.219 -3.507 2.439
H -1.876 -0.622 1.343
H -2.693 -0.327 2.913
H -3.550 -0.064 1.374
H -4.762 -1.631 3.308
H -5.926 -3.532 1.609
H -5.861 -3.602 3.315
H -4.582 -4.378 2.290
C -1.491 1.433 0.965
C -0.467 0.797 0.045
O -0.543 1.036 -1.169
N 0.409 -0.015 0.533
C 1.611 -0.467 -0.124
H -1.198 1.486 2.014
H -2.424 0.870 0.921
H -1.615 2.459 0.619
H 0.362 -0.009 1.542
H 1.426 -0.649 -1.182
H 2.041 -1.320 0.402
H 2.376 0.309 -0.106
C -1.373 3.916 -1.367
C -2.039 3.108 -2.427
O -2.731 3.633 -3.306
N -2.005 1.785 -2.276
C -2.770 0.836 -3.032
H -0.431 3.500 -1.008
H -1.998 3.865 -0.475
H -1.236 4.936 -1.724
H -1.400 1.481 -1.527
H -2.895 1.123 -4.075
H -3.814 0.809 -2.719
H -2.387 -0.177 -2.903
C -0.149 -1.379 -2.003
C -0.690 -1.572 -3.367
O -1.646 -0.922 -3.711
N 0.086 -2.252 -4.212
C -0.209 -2.313 -5.631
H -0.888 -1.089 -1.256
H 0.666 -0.657 -1.956
H 0.282 -2.333 -1.702
H 0.953 -2.688 -3.931
H -0.354 -1.260 -5.873
H -1.114 -2.816 -5.969
H 0.681 -2.693 -6.133
C 1.664 4.960 1.764
C 1.196 4.332 0.385
O 0.427 3.133 0.729
S 0.579 2.679 2.345
O 1.026 1.292 2.495
O -0.572 3.059 3.098
O 1.808 3.799 2.602
H 0.951 5.628 2.247
H 2.616 5.464 1.597
H 2.066 3.925 -0.132
H 0.569 4.969 -0.238
C -5.061 3.847 3.232
C -3.772 4.631 2.942
O -2.758 3.636 2.900
S -3.249 2.341 1.956
O -2.744 1.058 2.373
O -3.234 2.741 0.570
O -4.811 2.571 2.575
H -5.982 4.247 2.809
H -5.142 3.772 4.317
H -3.496 5.431 3.629
H -3.928 5.014 1.933
*
```

- Highest occupied orbital energy: -6.08 eV
- Energy relative to the best compared isomer or geometry (same formula, charge and spin): 4296.98 kJ/mol
- Molar mass: 906.09 g/mol

=====

no.,DFT total energy (eV),Kohn-Sham gap (eV)
1,-56008.4439,7.99
2,-103146.1151,6.04